1.
# C9H17BF3N2O5

A cluster of 3 separate species, C9H17BF3N2O5 in total (ωB97M-V with the def2-TZVPD basis set, the OMol25 dataset).

Each line ends with the Löwdin charge.
Element x y z (Å)
O 2.86032 3.36254 0.05532  -0.065
C 2.62874 2.35540 -0.67557  -0.735
O 3.28986 1.95629 -1.66295  -0.078
B 1.35251 1.56781 -0.20761  0.000
C 0.00935 2.38615 -0.30034  -0.092
O -1.17960 1.55951 -0.05894  0.022
C -2.35634 2.11702 -0.33865  -0.770
F -2.69638 2.01079 -1.62987  0.149
F -3.31706 1.48629 0.33945  0.138
F -2.47984 3.40594 -0.03556  0.160
H 1.37131 0.46736 0.24924  0.080
H 0.07907 3.12552 0.48423  0.119
H -0.05164 2.88249 -1.25637  0.124
C 5.61468 -2.28825 -0.83999  -0.378
O 4.63793 -2.28944 -0.11955  0.011
N 6.28062 -1.19715 -1.25469  -0.198
C 7.45874 -1.30351 -2.08454  -0.078
C 5.81465 0.13447 -0.86526  -0.022
H 6.06852 -3.22802 -1.20954  0.123
H 8.31861 -0.85570 -1.57947  0.084
H 7.29909 -0.78551 -3.03307  0.087
H 7.67887 -2.35020 -2.28946  0.073
H 5.80857 0.22128 0.22158  0.095
H 4.80238 0.31559 -1.22843  0.073
H 6.48021 0.88352 -1.28458  0.086
C -6.42289 -2.82194 1.72569  -0.365
O -7.42122 -3.43408 1.39564  0.001
N -6.31034 -1.48338 1.72300  -0.199
C -5.09329 -0.80423 2.13432  -0.046
C -7.44923 -0.69290 1.29207  -0.045
H -5.50552 -3.33132 2.06583  0.131
H -5.30046 -0.15567 2.98805  0.091
H -4.70617 -0.20156 1.31484  0.074
H -4.33813 -1.53171 2.42174  0.086
H -8.31030 -0.89622 1.93010  0.089
H -7.71802 -0.94994 0.26714  0.092
H -7.19764 0.36274 1.34617  0.085

Energy above the lowest of the compared OMol25 structures with the same formula, charge and spin: 0.0 kJ/mol
DFT total energy: -31657.012 eV
Strongest force on any atom: 0.92 eV/A
Orbital gap: 6.8 eV
Net charge: -1
HOMO: -0.161 hartree



2.
# C9H17Br2IO3S

A cluster of 2 separate species, C9H17Br2IO3S in total at a distorted geometry (ωB97M-V with the def2-TZVPD basis set, the OMol25 dataset).

Each line ends with the Löwdin charge.
Element x y z (Å)
O 0.34302 -1.14458 1.11761  -0.386
S -1.00112 -0.40411 0.90919  0.843
O -2.13519 -1.48918 0.79262  -0.375
O -1.32923 0.75426 2.15655  -0.293
C -2.27835 1.77581 1.68805  -0.222
C -1.69382 2.79975 0.54758  -0.172
C -0.47847 2.07793 -0.34661  -0.163
C -1.04724 0.56867 -0.70530  -0.323
C -0.29144 -0.16156 -1.96290  -0.161
C -1.36417 -0.57130 -3.15428  -0.314
C -1.40118 -2.19567 -3.47488  -0.624
I -2.50524 -2.39753 -5.39626  0.634
H -2.60469 2.41485 2.63744  0.151
H -3.25418 1.26452 1.23356  0.140
H -1.40074 3.86489 0.93847  0.118
H -2.57846 2.95781 -0.23759  0.123
H -0.32022 2.76865 -1.27734  0.125
H 0.51132 2.06298 0.30921  0.130
H -2.17574 0.69504 -0.98805  0.130
H 0.54486 0.51885 -2.46207  0.134
H 0.22159 -1.14163 -1.52170  0.125
H -2.46755 -0.22775 -2.94134  0.107
H -1.02754 -0.05695 -4.17471  0.095
H -1.89335 -2.82087 -2.60949  0.075
H -0.29914 -2.59680 -3.68261  0.071
Br 2.49244 0.48690 3.03437  0.618
C 3.44824 -1.04258 2.29038  -0.689
C 4.46280 -1.58322 3.27038  -0.697
Br 6.05154 -0.45316 3.33815  0.588
H 3.88983 -0.71386 1.34532  0.057
H 2.67494 -1.78792 2.08469  0.047
H 4.82528 -2.56364 2.94909  0.057
H 4.08121 -1.65861 4.29248  0.053

DFT total energy: -174767.256 eV
Strongest force on any atom: 6.38 eV/A
Orbital gap: 9.8 eV
Net charge: 0
HOMO: -0.352 hartree